No. 1
Computed, not measured: a molecular structure, C3H2N2O at a distorted geometry, with wB97M-V/def2-TZVPD.

```
! wB97M-V def2-TZVPD RIJCOSX def2/J DEFGRID3
* xyz 0 1
C 2.24866 -0.10026 -0.02937
C -0.31547 -0.66817 -0.13483
C 1.09223 0.69508 0.02103
N 3.02626 -0.95284 0.06819
N 0.83273 1.87320 -0.20468
O -1.47737 -0.63116 0.11865
H 0.19229 -1.44023 -0.75099
H -0.21105 2.18491 -0.16552
*
```

## Properties
E_LUMO   -0.60 eV
Max |F|   5.2 eV/A



No. 2
Computed, not measured: C4H6N2O2 in the gas phase at a distorted geometry, with wB97M-V/def2-TZVPD.

```
! wB97M-V def2-TZVPD RIJCOSX def2/J DEFGRID3
* xyz 0 1
C 0.80372 -1.49849 -0.95610
C -1.23128 0.46827 0.32459
C -0.55049 1.60273 0.13245
C 0.76129 -0.60192 0.23582
O -2.56008 0.40373 0.06415
N -0.21817 2.72733 0.38623
N 1.77454 -0.16096 0.86432
O -0.57527 -0.59711 0.84777
H -2.82988 -0.51532 0.23691
H 0.67271 2.96206 -0.06713
H 1.50085 0.39591 1.67703
H 0.51432 -2.51089 -0.66097
H 1.81811 -1.53568 -1.35904
H 0.11965 -1.13968 -1.72603
*
```

## Properties
E_LUMO   0.59 eV
Max |F|   4.2 eV/A



No. 3
Computed, not measured: C6H5NO3S in the gas phase at a distorted geometry, with wB97M-V/def2-TZVPD.

```
! wB97M-V def2-TZVPD RIJCOSX def2/J DEFGRID3
* xyz 0 1
C -1.54280 -1.52326 -0.36286
C -0.43307 -0.77133 -0.36437
C -2.73073 -0.84292 -0.01162
C 0.37994 2.54431 -0.09206
C 1.00898 1.18400 -0.08411
C -1.18036 1.26626 0.51596
N -0.17740 0.39260 0.26270
O -3.80307 -1.23835 0.41610
O 0.62729 3.70106 -0.12155
O -3.69580 1.74746 0.28209
S -2.65125 1.04536 -0.46369
H -1.40593 -2.39732 -0.92610
H 0.52008 -1.06546 -0.82567
H 1.64984 0.75723 -0.90057
H 1.69416 1.23746 0.79672
H -1.40282 1.64777 1.59647
*
```

## Properties
E_LUMO   -0.60 eV
Max |F|   5.2 eV/A



No. 4
Computed, not measured: 18 unconnected molecules or ions with the total composition H36O18 at a distorted geometry, with wB97M-V/def2-TZVPD.

```
! wB97M-V def2-TZVPD RIJCOSX def2/J DEFGRID3
* xyz 0 1
O 1.95435 0.74371 -2.75089
H 1.02312 0.50827 -2.53052
H 2.14607 0.13422 -3.38341
O -5.20323 -0.53220 -1.86026
H -5.86119 -1.15319 -2.01667
H -4.35940 -1.00157 -2.17322
O 0.90058 0.17241 1.98481
H 0.60455 0.95837 2.61013
H 1.11784 0.74744 1.25139
O -0.39657 5.57421 -2.07216
H 0.27126 5.29268 -2.73860
H -1.30970 5.60114 -2.16357
O 4.54647 1.31954 0.72054
H 5.05594 0.35962 0.98170
H 3.85603 1.44469 1.59400
O 4.88540 0.58548 -1.72205
H 4.54495 0.81142 -2.59993
H 4.37509 1.12466 -1.18338
O 1.35335 4.11672 -0.65078
H 2.27115 4.24034 -1.00990
H 0.82139 4.96220 -0.67427
O -4.49918 -3.84066 -0.68440
H -5.43064 -3.52950 -0.80498
H -4.37639 -3.95183 0.31419
O 3.80641 -2.23422 -2.23295
H 4.61553 -1.86149 -2.18255
H 3.37365 -1.86893 -3.05762
O -1.56084 -1.15254 -3.25029
H -0.82520 -0.49490 -3.49731
H -1.41628 -2.01203 -3.39413
O -2.87934 3.01192 -0.46173
H -3.03571 2.28493 0.22512
H -3.45077 3.59798 -0.14438
O -0.24105 2.16380 -0.65543
H 0.62522 2.69980 -0.59124
H -1.01445 2.79295 -0.57848
O -0.36497 -0.37534 -0.66461
H -1.01367 0.26570 -0.21744
H 0.31156 0.31536 -0.39120
O -0.80084 -2.16897 2.17043
H -0.23409 -1.74296 1.41211
H -1.53497 -2.40967 1.64365
O -3.02361 -4.69143 3.45840
H -2.82463 -4.36447 2.60353
H -2.17751 -4.74535 3.99662
O 2.54851 -3.18702 3.68577
H 3.08579 -3.14746 4.51453
H 2.21352 -2.42978 3.23864
O -3.29786 -0.79413 0.60138
H -2.44875 -0.44997 0.36515
H -3.98931 -0.24950 0.20753
O 2.56900 -0.71862 4.61726
H 3.08856 -0.18585 5.28856
H 1.60485 -0.53600 4.85294
*
```

## Properties
E_LUMO   -0.23 eV
Max |F|   7.2 eV/A



It is found that the HOMO energy values, taken in the order of the records, are -9.5502; -7.6795; -8.4754; -10.2248 eV.
It is found that the relative energy (zero: lowest compared OMol25 entry of this formula, charge and spin) values, taken in the order of the records, are 188.36; 371.64; 364.81; 746.34 kJ/mol.